{"formula": "C37H55ClOP4RuSi", "method": "ωB97M-V/def2-TZVPD", "charge": 2, "total_energy_ha": -3727.36498, "multiplicity": 5, "homo_energy_ev": [-9.90, -12.94], "orbital_gap_ev": [5.079, 5.789], "symbols": ["P", "C", "C", "H", "C", "H", "C", "H", "C", "H", "C", "H", "C", "C", "H", "C", "H", "C", "H", "C", "H", "C", "H", "C", "C", "H", "C", "H", "C", "H", "C", "H", "C", "H", "Ru", "C", "C", "H", "C", "O", "H", "C", "H", "C", "Cl", "P", "P", "C", "H", "H", "H", "C", "H", "H", "H", "C", "H", "H", "H", "C", "H", "H", "H", "C", "H", "H", "H", "C", "H", "H", "H", "P", "C", "C", "H", "H", "H", "H", "H", "H", "C", "H", "H", "H", "H", "C", "Si", "C", "C", "C", "C", "H", "H", "H", "H", "H", "H", "H", "H", "H"], "xyz": [[1.348, 1.071, -4.637], [3.066, 1.478, -4.813], [3.827, 0.845, -5.805], [3.378, 0.026, -6.388], [5.109, 1.278, -6.070], [5.694, 0.809, -6.868], [5.666, 2.338, -5.315], [6.666, 2.683, -5.529], [4.909, 2.934, -4.276], [5.354, 3.750, -3.691], [3.629, 2.498, -4.017], [3.026, 2.939, -3.205], [1.005, -0.525, -5.350], [1.744, -1.653, -4.905], [2.565, -1.522, -4.210], [1.414, -2.916, -5.390], [1.974, -3.794, -5.034], [0.400, -3.065, -6.348], [0.168, -4.053, -6.744], [-0.308, -1.948, -6.804], [-1.087, -2.058, -7.574], [-0.034, -0.679, -6.300], [-0.563, 0.193, -6.666], [0.290, 2.337, -5.326], [0.676, 2.922, -6.541], [1.608, 2.584, -7.016], [-0.115, 3.883, -7.126], [0.179, 4.315, -8.099], [-1.291, 4.325, -6.492], [-1.901, 5.090, -6.942], [-1.671, 3.764, -5.243], [-2.571, 4.114, -4.740], [-0.891, 2.761, -4.670], [-1.167, 2.320, -3.719], [0.207, 0.201, -0.417], [-1.492, -1.127, -0.546], [-1.936, -1.522, -1.758], [-2.005, -1.485, 0.372], [-1.195, -0.919, -2.946], [-2.095, -0.067, -3.689], [-1.632, 0.278, -4.492], [-0.205, -0.112, -2.295], [-0.677, -1.662, -3.574], [0.756, 0.753, -2.078], [2.081, 1.507, 0.500], [-1.221, 1.923, 0.316], [1.569, -1.659, 0.097], [-0.711, 2.903, 1.764], [0.188, 3.473, 1.513], [-0.472, 2.192, 2.563], [-1.523, 3.570, 2.080], [-1.366, 3.127, -1.035], [-2.068, 2.746, -1.785], [-0.381, 3.259, -1.493], [-1.727, 4.088, -0.649], [-2.933, 1.444, 0.707], [-2.909, 0.715, 1.523], [-3.388, 0.981, -0.176], [-3.516, 2.325, 1.009], [2.332, -1.761, 1.742], [1.534, -1.663, 2.487], [3.019, -0.916, 1.861], [2.863, -2.714, 1.865], [0.829, -3.310, -0.127], [0.417, -3.389, -1.140], [0.012, -3.435, 0.593], [1.579, -4.097, 0.028], [2.974, -1.617, -1.059], [3.382, -0.600, -1.057], [2.623, -1.868, -2.065], [3.741, -2.333, -0.739], [-3.323, -2.606, -2.202], [-3.815, -3.522, -0.767], [-2.685, -3.669, -3.500], [-4.091, -2.832, 0.041], [-2.999, -4.180, -0.440], [-4.684, -4.127, -1.056], [-2.345, -3.083, -4.365], [-3.491, -4.344, -3.814], [-1.845, -4.264, -3.115], [-4.612, -1.548, -2.838], [-4.957, -0.877, -2.041], [-5.442, -2.179, -3.179], [-4.213, -0.947, -3.664], [1.563, 1.477, -1.657], [-1.641, 0.778, 5.477], [-0.163, -0.133, 4.750], [1.417, 0.783, 5.240], [-0.094, -1.871, 5.464], [-0.272, -0.165, 2.896], [-0.193, -0.080, 1.659], [-1.619, 0.764, 6.577], [-2.578, 0.309, 5.150], [-1.661, 1.828, 5.154], [1.507, 0.875, 6.333], [2.308, 0.257, 4.870], [1.430, 1.795, 4.811], [-0.955, -2.460, 5.120], [0.819, -2.396, 5.152], [-0.112, -1.850, 6.563]], "atomic_forces_ev_per_a": [[0.22, 0.10, -0.01], [0.37, 0.12, 0.09], [-0.57, -0.35, -0.21], [0.34, 0.49, 0.23], [0.96, 0.68, 0.27], [-0.24, 0.20, 0.37], [-1.23, -0.50, 0.18], [0.05, 0.04, 0.02], [1.09, 0.05, -0.52], [-0.27, -0.46, -0.24], [-0.90, -0.15, 0.13], [0.43, -0.13, -0.50], [-0.16, -0.51, -0.33], [-0.72, 0.29, -0.49], [-0.05, -0.02, 0.01], [0.20, -0.15, 0.01], [-0.31, 0.48, -0.26], [0.00, 0.27, 0.19], [0.07, 0.23, 0.08], [-0.34, -0.17, -0.24], [0.47, -0.01, 0.45], [0.79, -0.28, 0.53], [-0.05, -0.03, -0.01], [-0.53, 0.41, 0.10], [0.55, -0.63, 0.20], [-0.47, 0.27, 0.13], [-0.70, 0.89, -0.52], [-0.20, -0.26, 0.68], [0.46, -0.98, 0.95], [-0.05, 0.10, -0.07], [0.39, 0.20, -0.93], [0.21, -0.08, -0.13], [0.52, 0.04, -0.46], [0.03, 0.09, -0.10], [-3.22, -2.80, 6.86], [-1.89, -1.29, 0.07], [-0.23, -0.17, -0.19], [0.24, 0.00, -0.60], [-0.96, -0.20, -0.40], [0.64, -0.29, -0.83], [-0.48, -0.47, 0.80], [3.49, 2.70, 0.57], [-0.41, 0.07, -0.13], [1.65, 1.78, -4.81], [1.02, 0.72, -0.05], [-1.03, 1.40, 1.03], [1.22, -1.46, 0.75], [0.07, 0.07, -0.01], [-0.18, -0.05, 0.07], [-0.06, 0.36, -0.21], [0.17, -0.07, -0.15], [-0.25, 0.33, -0.01], [0.11, 0.07, 0.10], [-0.14, 0.13, 0.05], [0.05, -0.14, -0.20], [-0.05, -0.06, -0.12], [0.00, 0.17, -0.10], [0.00, 0.10, 0.14], [0.14, -0.23, -0.09], [0.08, -0.03, 0.06], [0.34, -0.14, -0.20], [-0.12, -0.18, 0.00], [-0.06, 0.23, -0.10], [-0.02, -0.05, -0.11], [0.06, -0.04, 0.14], [0.17, 0.01, -0.10], [-0.19, 0.20, -0.02], [0.14, -0.21, 0.02], [0.03, -0.21, 0.00], [0.09, 0.02, 0.16], [-0.08, 0.16, -0.19], [1.57, 1.31, 0.20], [-0.39, -0.40, 0.04], [-0.30, -0.45, -0.11], [0.06, -0.19, -0.21], [-0.21, 0.20, -0.08], [0.13, 0.03, 0.30], [-0.19, -0.07, 0.27], [0.25, 0.03, -0.09], [-0.25, 0.16, -0.05], [-0.56, -0.26, -0.09], [0.07, -0.19, -0.16], [0.00, 0.26, 0.01], [-0.08, -0.24, 0.24], [-0.90, -0.80, -1.68], [-0.11, -0.03, -0.29], [0.25, 0.20, 0.97], [-0.06, -0.02, -0.32], [-0.09, -0.11, -0.30], [-0.06, 0.00, -2.15], [0.23, -0.11, 2.01], [0.07, -0.03, -0.31], [0.14, 0.12, 0.12], [0.00, -0.20, 0.08], [-0.11, -0.08, -0.29], [-0.17, 0.12, 0.09], [0.02, -0.20, 0.11], [0.16, 0.05, 0.13], [-0.17, 0.09, 0.08], [0.01, 0.08, -0.31]]}